Density functional theory data (ωB97M-V/def2-TZVPD) for C24H18CaF8N3OS2Se as an isolated structure.

The geometry in ORCA input format:
```
! RIJCOSX wB97M-V def2-TZVPD def2/J DEFGRID3
* xyz -1 1
Ca -1.28224 -0.07177 -0.05435
C 3.91010 -1.99874 -3.10167
C 2.98771 -0.79480 -3.15396
N 3.00050 -0.06142 -1.88822
C 3.96588 1.03441 -1.78972
C 3.34023 2.35587 -2.19866
C 2.14184 -0.31311 -0.89562
S 0.94171 -1.54332 -1.03970
N 2.38425 0.36399 0.25921
C 1.42859 1.01689 0.85950
O 0.31354 1.34891 0.35247
C 1.66290 1.43705 2.28652
C 0.63615 2.05754 2.98853
C 0.82417 2.41840 4.31618
C 2.03840 2.17194 4.94098
C 3.06567 1.55070 4.24016
C 2.87522 1.17825 2.91856
H 3.88965 -2.55181 -4.04267
H 3.59766 -2.67318 -2.30472
H 4.94315 -1.69607 -2.91445
H 1.96496 -1.08953 -3.37436
H 3.29989 -0.09030 -3.92848
H 4.80577 0.77677 -2.43842
H 4.33870 1.07231 -0.76854
H 2.88600 2.27934 -3.18873
H 4.09343 3.14570 -2.22895
H 2.55714 2.64655 -1.49772
H -0.30642 2.24216 2.48914
H 0.01843 2.89217 4.86284
H 2.18667 2.45735 5.97545
H 4.01249 1.35525 4.72852
H 3.65391 0.67680 2.35949
F -6.05731 0.36608 2.70855
C -5.15881 0.60786 3.66890
F -5.74649 0.23446 4.83233
F -4.99766 1.93866 3.75176
C -3.85533 -0.11892 3.45751
C -3.42226 -0.99919 4.42058
C -2.21466 -1.67623 4.27640
C -1.50416 -1.43216 3.12374
N -1.91336 -0.58854 2.17640
C -3.07083 0.11004 2.29580
S -3.48381 1.23475 1.03613
H -4.03223 -1.15987 5.29947
H -1.85446 -2.36652 5.02433
H -0.56054 -1.92893 2.92404
F -2.47711 -0.81866 -7.00582
C -2.58225 -1.13588 -5.70799
C -2.08153 -0.29228 -4.73499
F -1.48185 0.85072 -5.08918
C -2.20708 -0.65077 -3.40670
F -1.68879 0.24398 -2.51956
C -2.79811 -1.82188 -2.95880
Se -2.94730 -2.29849 -1.10523
C -3.28720 -2.63597 -3.97419
F -3.88646 -3.80037 -3.69496
C -3.18895 -2.31412 -5.31720
F -3.67750 -3.14208 -6.24996
*
```

Calculated values
E_LUMO ... 2.528 eV
Energy above the lowest of the compared OMol25 structures with the same formula, charge and spin ... 0.000 eV
HOMO ... -4.529 eV